# 1
The following is a quantum chemistry calculation of a cluster of 3 separate species, C6H16NO3 in total in a non-equilibrium geometry, from the Open Molecules 2025 dataset.

Properties
Relative energy (zero: lowest compared OMol25 entry of this formula, charge and spin) = 1.585 eV
Frontier orbital gap = 10.01 eV
Charge = +1
LUMO = -3.128 eV
Multiplicity = 1

Structure (XYZ):
```
26
C6H16NO3, DFT ωB97M-V with the def2-TZVPD basis set
O -0.573 -0.802 2.726
C 0.523 -0.911 2.241
C 0.571 -0.633 0.702
C 1.818 0.074 0.204
C 2.263 -0.648 -1.197
C 0.995 -1.498 -2.961
C 1.306 -0.401 -2.297
N -0.758 -0.045 0.307
H 1.531 -1.088 2.725
H 0.472 -1.579 0.071
H 2.824 -0.070 0.827
H 1.497 1.185 0.204
H 3.219 0.065 -1.442
H 2.281 -1.763 -0.942
H 0.403 -1.729 -3.887
H 1.438 -2.478 -2.686
H 1.049 0.626 -2.641
H -1.589 -0.635 0.837
H -0.913 0.038 -0.670
H -0.900 0.952 0.690
H -2.438 3.133 1.324
H -0.940 3.237 1.740
O -1.636 2.643 1.436
H -3.819 0.771 -1.380
H -2.570 1.510 -1.791
O -2.927 0.939 -1.073
```

Charges in e, computed with natural (NBO), in the same order as the atoms:
1 O -0.496
2 C 0.441
3 C -0.181
4 C -0.442
5 C -0.422
6 C -0.363
7 C -0.274
8 N -0.726
9 H 0.169
10 H 0.237
11 H 0.260
12 H 0.221
13 H 0.248
14 H 0.234
15 H 0.225
16 H 0.193
17 H 0.228
18 H 0.490
19 H 0.452
20 H 0.477
21 H 0.501
22 H 0.491
23 O -0.970
24 H 0.495
25 H 0.482
26 O -0.970


# 2
The following is a quantum chemistry calculation of a structure of composition C31H29IrN7O6S2, from the Open Molecules 2025 dataset.

Properties
Relative energy (zero: lowest compared OMol25 entry of this formula, charge and spin) = 0.209 eV
Frontier orbital gap (spin up / spin down) = 7.39 / 6.37 eV
Charge = +2
LUMO (spin up / spin down) = -6.339 / -7.355 eV
Multiplicity = 6

Structure (XYZ):
```
76
C31H29IrN7O6S2, DFT ωB97M-V with the def2-TZVPD basis set
Ir 0.780 0.798 0.056
C 3.948 -1.641 -2.262
O 4.421 -1.339 -0.908
C 3.382 -0.790 -0.314
N 2.242 -0.836 -0.891
C 2.434 -1.742 -2.063
C 1.601 -1.473 -3.287
C 0.290 -1.030 -3.179
C -0.496 -0.871 -4.307
C 0.018 -1.156 -5.565
C 1.324 -1.604 -5.682
C 2.109 -1.763 -4.549
C 3.555 -0.225 1.043
C 4.735 -0.199 1.763
C 4.700 0.322 3.051
C 3.503 0.792 3.581
C 2.378 0.733 2.778
N 2.415 0.230 1.548
C 1.027 1.209 3.134
N 0.080 1.227 2.276
C -1.134 1.725 2.953
C -0.623 2.009 4.390
O 0.784 1.615 4.364
C -2.277 0.743 2.888
C -3.502 1.131 2.365
C -4.576 0.246 2.357
C -4.424 -1.033 2.868
C -3.195 -1.429 3.390
C -2.129 -0.546 3.398
H 4.436 -2.554 -2.583
H 4.224 -0.799 -2.898
H 2.193 -2.749 -1.697
H -0.114 -0.802 -2.202
H -1.519 -0.527 -4.211
H -0.595 -1.034 -6.448
H 1.735 -1.830 -6.656
H 3.126 -2.118 -4.665
H 5.649 -0.574 1.323
H 5.604 0.364 3.643
H 3.443 1.200 4.579
H -1.436 2.653 2.462
H -1.118 1.404 5.144
H -0.663 3.059 4.668
H -3.631 2.142 1.991
H -5.538 0.568 1.979
H -5.265 -1.714 2.885
H -3.080 -2.420 3.808
H -1.181 -0.857 3.826
C -3.642 0.083 -1.173
C -2.256 0.043 -0.621
N -1.438 1.028 -0.655
N -1.826 2.184 -1.303
C -1.065 3.292 -1.209
N -1.217 4.248 -2.103
S 0.029 3.509 0.108
C -1.716 -1.195 -0.016
C -2.462 -2.359 0.066
C -1.887 -3.490 0.630
C -0.593 -3.419 1.107
C 0.095 -2.220 0.979
N -0.445 -1.145 0.422
H -4.030 1.100 -1.189
H -4.317 -0.509 -0.561
H -3.660 -0.329 -2.186
H -2.394 2.066 -2.133
H -1.749 4.124 -2.953
H -0.594 5.043 -2.056
H -3.474 -2.399 -0.306
H -2.451 -4.411 0.695
H -0.108 -4.273 1.559
H 1.119 -2.121 1.316
O 3.093 2.559 -2.820
S 2.146 2.534 -1.764
O 1.592 3.924 -1.488
O 0.951 1.634 -2.035
O 2.658 1.988 -0.457
```

Charges in e, computed with Löwdin, in the same order as the atoms:
1 Ir 1.484
2 C -0.034
3 O 0.077
4 C -0.340
5 N 0.082
6 C -0.203
7 C -0.176
8 C -0.063
9 C -0.073
10 C -0.065
11 C -0.049
12 C -0.017
13 C -0.166
14 C 0.071
15 C 0.026
16 C 0.064
17 C -0.147
18 N 0.042
19 C -0.316
20 N 0.037
21 C -0.236
22 C -0.006
23 O 0.070
24 C -0.202
25 C -0.037
26 C -0.071
27 C -0.066
28 C -0.064
29 C -0.039
30 H 0.145
31 H 0.150
32 H 0.166
33 H 0.061
34 H 0.095
35 H 0.112
36 H 0.117
37 H 0.118
38 H 0.141
39 H 0.134
40 H 0.139
41 H 0.116
42 H 0.139
43 H 0.142
44 H 0.120
45 H 0.116
46 H 0.116
47 H 0.116
48 H 0.125
49 C 0.017
50 C -0.240
51 N -0.012
52 N 0.035
53 C -0.677
54 N 0.196
55 S 0.960
56 C -0.224
57 C 0.024
58 C -0.005
59 C -0.003
60 C -0.106
61 N 0.006
62 H 0.093
63 H 0.085
64 H 0.113
65 H 0.164
66 H 0.148
67 H 0.134
68 H 0.124
69 H 0.131
70 H 0.125
71 H 0.110
72 O -0.207
73 S 0.338
74 O -0.403
75 O -0.451
76 O -0.421


# 3
The following is a quantum chemistry calculation of a cluster of 2 separate species, C4H12OS2 in total in a non-equilibrium geometry, from the Open Molecules 2025 dataset.

Properties
Relative energy (zero: lowest compared OMol25 entry of this formula, charge and spin) = 0.692 eV
Frontier orbital gap (spin up / spin down) = 9.97 / 5.65 eV
Charge = +1
LUMO (spin up / spin down) = -3.515 / -7.837 eV
Multiplicity = 2

Structure (XYZ):
```
19
C4H12OS2, DFT ωB97M-V with the def2-TZVPD basis set
C -1.607 2.494 1.378
C -0.146 2.144 1.718
S 0.747 0.640 1.110
S -0.582 -0.802 1.278
C -0.950 -1.536 -0.332
C -1.648 -2.828 -0.038
H -2.400 1.904 1.839
H -1.899 2.492 0.321
H -1.755 3.523 1.790
H -0.297 2.087 2.807
H 0.577 2.888 1.327
H -1.432 -0.778 -0.958
H 0.035 -1.579 -0.863
H -2.146 -3.250 -0.910
H -2.417 -2.655 0.709
H -1.080 -3.668 0.365
H 5.807 0.083 -4.428
H 5.884 -0.568 -3.167
O 5.307 -0.592 -3.947
```

Charges in e, computed with natural (NBO), in the same order as the atoms:
1 C -0.636
2 C -0.534
3 S 0.391
4 S 0.451
5 C -0.545
6 C -0.658
7 H 0.236
8 H 0.228
9 H 0.260
10 H 0.264
11 H 0.264
12 H 0.272
13 H 0.261
14 H 0.266
15 H 0.228
16 H 0.251
17 H 0.465
18 H 0.460
19 O -0.926


# 4
The following is a quantum chemistry calculation of a cluster of 2 separate species, C11H18 in total in a non-equilibrium geometry, from the Open Molecules 2025 dataset.

Properties
Relative energy (zero: lowest compared OMol25 entry of this formula, charge and spin) = 1.922 eV
Frontier orbital gap = 9.85 eV
SMILES = Cc1ccccc1.CC(C)C
LUMO = 0.995 eV
Multiplicity = 1

Structure (XYZ):
```
29
C11H18, DFT ωB97M-V with the def2-TZVPD basis set
C -1.007 -2.580 -1.212
C -1.515 1.105 -2.133
C -0.287 1.515 -2.704
C -1.792 -0.190 -1.592
C -0.870 -1.180 -1.805
C 0.670 0.574 -2.846
C 0.398 -0.765 -2.354
H -2.196 1.908 -2.020
H -0.296 2.442 -3.180
H -2.772 -0.364 -1.219
H 1.590 0.885 -3.300
H -0.071 -2.975 -0.770
H -1.500 -3.329 -1.815
H 1.214 -1.579 -2.511
H -1.563 -2.544 -0.241
C 0.356 0.695 2.365
C 1.475 1.524 2.759
C 0.126 0.655 0.761
C 0.548 -0.716 2.853
H -0.636 1.133 2.738
H 2.383 1.178 2.145
H 0.300 1.567 0.325
H 1.025 0.119 0.284
H -0.837 0.344 0.482
H 1.153 -0.886 3.763
H -0.298 -1.360 2.762
H 1.291 -1.174 2.165
H 1.657 1.438 3.829
H 1.454 2.561 2.471
```

Charges in e, computed with natural (NBO), in the same order as the atoms:
1 C -0.648
2 C -0.183
3 C -0.233
4 C -0.234
5 C -0.014
6 C -0.208
7 C -0.204
8 H 0.201
9 H 0.212
10 H 0.217
11 H 0.215
12 H 0.225
13 H 0.225
14 H 0.214
15 H 0.217
16 C -0.223
17 C -0.604
18 C -0.598
19 C -0.617
20 H 0.188
21 H 0.193
22 H 0.204
23 H 0.198
24 H 0.212
25 H 0.211
26 H 0.212
27 H 0.198
28 H 0.210
29 H 0.212


# 5
The following is a quantum chemistry calculation of an isolated molecule of C10H10N2O2 in a non-equilibrium geometry, from the Open Molecules 2025 dataset.

Properties
Relative energy (zero: lowest compared OMol25 entry of this formula, charge and spin) = 6.328 eV
Frontier orbital gap (spin up / spin down) = 8.07 / 8.07 eV
SMILES = [H]/N=N/C=C\C=C(\O)Oc1ccccc1
LUMO (spin up / spin down) = 0.605 / 0.605 eV
Multiplicity = 1

Structure (XYZ):
```
24
C10H10N2O2, DFT ωB97M-V with the def2-TZVPD basis set
C 3.610 -0.068 0.155
C 3.177 -0.818 -0.935
C 2.724 0.596 0.952
C 1.829 -0.953 -1.161
C 1.387 0.488 0.747
C 0.951 -0.150 -0.411
C -3.331 -0.374 -0.699
C -2.533 0.704 -0.969
C -3.008 -1.355 0.374
C -1.191 0.831 -0.319
N -2.279 -1.109 1.342
N -1.525 -0.091 1.507
O -0.907 2.100 -0.058
O -0.315 -0.032 -0.829
H 4.523 0.141 0.554
H 3.974 -1.533 -1.394
H 3.091 1.106 1.920
H 1.491 -1.726 -1.820
H 0.609 0.978 1.250
H -4.424 -0.465 -1.108
H -2.870 1.644 -1.533
H -3.483 -2.348 0.255
H -1.510 0.290 2.419
H 0.010 2.146 -0.237
```

Charges in e, computed with natural (NBO), in the same order as the atoms:
1 C -0.250
2 C -0.182
3 C -0.179
4 C -0.259
5 C -0.305
6 C 0.304
7 C -0.197
8 C -0.322
9 C -0.085
10 C 0.702
11 N -0.180
12 N -0.515
13 O -0.655
14 O -0.475
15 H 0.218
16 H 0.226
17 H 0.215
18 H 0.234
19 H 0.229
20 H 0.222
21 H 0.225
22 H 0.184
23 H 0.363
24 H 0.485


# 6
The following is a quantum chemistry calculation of an isolated molecule of C4H11NO in a non-equilibrium geometry, from the Open Molecules 2025 dataset.

Properties
Relative energy (zero: lowest compared OMol25 entry of this formula, charge and spin) = 1.137 eV
Frontier orbital gap = 10.42 eV
SMILES = CC(C)(N)CO
LUMO = 0.852 eV
Multiplicity = 1

Structure (XYZ):
```
17
C4H11NO, DFT ωB97M-V with the def2-TZVPD basis set
C -0.159 -0.079 0.105
C 1.065 0.853 -0.475
C -1.413 0.798 0.168
C -0.387 -1.245 -0.863
N 0.056 -0.644 1.444
O 2.305 0.218 -0.266
H 2.003 0.069 0.710
H 0.318 0.083 2.105
H 0.813 -1.325 1.419
H 0.923 0.997 -1.552
H 1.046 1.833 0.017
H -1.647 1.224 -0.813
H 0.497 -1.888 -0.930
H -2.291 0.224 0.486
H -1.282 1.629 0.870
H -0.611 -0.881 -1.871
H -1.235 -1.865 -0.553
```

Charges in e, computed with natural (NBO), in the same order as the atoms:
1 C 0.088
2 C -0.093
3 C -0.618
4 C -0.623
5 N -0.836
6 O -0.698
7 H 0.454
8 H 0.355
9 H 0.360
10 H 0.178
11 H 0.152
12 H 0.211
13 H 0.216
14 H 0.221
15 H 0.204
16 H 0.212
17 H 0.217


Which formula does entry 4 have?
C11H18


Which value of relative energy (zero: lowest compared OMol25 entry of this formula, charge and spin) does entry 2 give?
0.209 eV